Computed, not measured: the molecule C13H17BrN2O, with ωB97M-V/def2-TZVPD.

Structure (ORCA input):
```
! wB97M-V def2-TZVPD RIJCOSX def2/J DEFGRID3
* xyz 0 1
C 3.12204 2.70245 -0.40924
N 2.60646 1.40369 -0.02937
C 1.49411 1.50502 0.90165
C 1.37620 0.23123 1.74499
H 2.38070 -0.17426 1.86558
C 0.43774 -0.81770 1.13823
N 0.55924 -0.90020 -0.29903
C -0.49084 -0.91658 -1.14804
O -0.36292 -0.88058 -2.35840
C -1.85687 -1.02436 -0.53134
C -2.74100 0.03941 -0.65080
C -4.02689 -0.09466 -0.15840
C -4.45658 -1.27105 0.43114
C -3.57395 -2.33356 0.52685
C -2.27948 -2.21400 0.05248
H -1.59448 -3.04535 0.12496
H -3.90218 -3.25883 0.97553
H -5.46591 -1.35603 0.80302
Br -5.23223 1.37545 -0.29300
H -2.42607 0.95639 -1.12540
C 1.88699 -0.82276 -0.87450
C 2.29308 0.61422 -1.20657
H 3.19158 0.57922 -1.82748
H 1.48316 1.06836 -1.80398
H 1.86791 -1.39195 -1.80764
H 2.60100 -1.27395 -0.18577
H 0.65337 -1.79762 1.58555
H -0.59630 -0.55892 1.37761
H 0.99707 0.47907 2.73723
H 1.70346 2.34314 1.56955
H 0.53928 1.71484 0.38972
H 2.38894 3.31159 -0.96006
H 3.99838 2.56447 -1.04081
H 3.42499 3.24384 0.48570
*
```

The value obtained for the energy relative to the best compared isomer or geometry (same formula, charge and spin) is 56.7 kJ/mol. For the orbital gap, the calculation gives 0.34745 Eh. As for the SMILES: CN1CCCN(C(=O)c2cccc(Br)c2)CC1. The calculation puts the electronic energy at -3264.34250 Eh. The highest occupied orbital energy is -8.722 eV.

Here are the natural (NBO) charges for atoms 1 to 8, given in e: -0.403, -0.444, -0.226, -0.425, 0.216, -0.208, -0.437, 0.666